DFT (ωB97M-V/def2-TZVPD) results for 2 unconnected molecules or ions with the total composition C50H44NOSi.

Last column: Mulliken charge in e.
Element x y z (Å)
C -0.62340 3.53691 -0.55067  -1.070
C 0.13698 4.10527 0.47382  -0.831
C 1.10420 3.34190 1.14041  -0.278
C 1.32932 2.00068 0.78953  0.125
Si 2.59084 0.99093 1.74987  -0.181
C 3.06999 -0.45241 0.65910  0.908
C 4.28682 -0.45915 -0.04342  -0.574
C 4.54871 -1.44689 -1.00270  -0.863
C 3.63221 -2.48089 -1.21298  -0.621
C 2.48471 -2.55163 -0.42534  -0.858
C 2.18039 -1.52369 0.47318  0.076
C 4.02584 2.07446 2.24348  0.614
C 4.61083 2.86188 1.23626  -0.217
C 5.68249 3.71272 1.53075  -0.758
C 6.17500 3.79427 2.83733  -0.576
C 5.59433 3.02020 3.84720  -0.642
C 4.51301 2.17456 3.55807  -0.433
C 1.86907 0.23989 3.35779  0.115
C 2.77591 -0.82436 4.01865  -0.558
C 1.88879 -2.04154 4.29410  -0.867
C 0.48875 -1.73256 3.74262  -0.631
N 0.59057 -0.42067 3.12820  -0.391
C -0.48606 0.21320 2.58248  -0.485
C -1.61602 -0.39976 2.08859  -0.999
C -2.85879 0.35468 1.98919  0.345
C -4.12055 -0.22849 2.26635  -0.679
C -5.30494 0.46959 2.06279  -0.378
C -5.27219 1.79899 1.63247  -0.490
C -4.04119 2.44354 1.47524  -0.789
C -2.85554 1.74435 1.71155  -0.201
C 0.56089 1.44335 -0.24950  0.419
C -0.43483 2.19224 -0.88010  -0.090
H -1.37174 4.12877 -1.08134  0.415
H -0.02550 5.14514 0.76422  0.384
H 1.68465 3.79407 1.94867  0.416
H 5.02884 0.31880 0.15004  0.429
H 5.47110 -1.40916 -1.58653  0.437
H 3.81458 -3.23629 -1.97902  0.432
H 1.79826 -3.39579 -0.50621  0.475
H 1.23457 -1.56019 1.01980  0.180
H 4.21126 2.82870 0.21814  0.427
H 6.12189 4.31708 0.73634  0.400
H 7.00029 4.46897 3.07037  0.379
H 5.97414 3.08019 4.86972  0.404
H 4.03269 1.60724 4.35959  0.158
H 1.77219 1.10332 4.04283  0.725
H 3.58805 -1.10339 3.33736  0.144
H 3.23607 -0.43442 4.93524  0.540
H 2.27767 -2.92677 3.78372  0.304
H 1.82636 -2.27380 5.36201  0.296
H 0.14584 -2.46952 3.00257  0.276
H -0.25640 -1.72715 4.55354  0.520
H -0.39329 1.29991 2.51836  1.268
H -1.65021 -1.49215 2.01622  0.462
H -4.13308 -1.25337 2.65372  0.352
H -6.26445 -0.01549 2.25936  0.358
H -6.20859 2.32508 1.41345  0.459
H -4.00016 3.50070 1.20964  0.444
H -1.90789 2.27624 1.69698  0.255
H 0.72579 0.40839 -0.55618  0.006
H -1.07069 1.72046 -1.63187  0.574
C -7.21812 0.97123 -2.23935  -0.950
O -6.37449 0.33145 -1.25286  -0.352
C -5.12641 -0.05817 -1.63331  0.296
C -4.45503 -0.92758 -0.75212  -1.301
C -3.13723 -1.22234 -0.95115  0.166
C -2.46260 -0.78306 -2.11337  0.656
C -1.14664 -1.28745 -2.40272  1.690
C -0.24458 -0.68932 -3.37961  -0.161
C 0.73801 -1.67306 -3.75252  -0.051
C 1.65924 -1.45329 -4.77056  -0.495
C 1.62221 -0.22464 -5.44189  -0.744
C 0.66993 0.74905 -5.09578  -1.329
C -0.25759 0.53046 -4.06586  0.115
C 0.41485 -2.90928 -3.05853  0.017
C -0.74657 -2.68155 -2.23306  0.587
C -1.38564 -3.77531 -1.64466  -0.257
C -0.83971 -5.05195 -1.81382  -1.084
C 0.30103 -5.26276 -2.60660  -0.871
C 0.91884 -4.18699 -3.26363  -0.188
C -3.17775 0.03106 -3.03045  -0.701
C -4.48306 0.41282 -2.79913  -1.095
H -8.17971 1.08722 -1.74087  0.255
H -6.80277 1.94910 -2.51176  0.351
H -7.32291 0.34157 -3.13209  0.396
H -5.01491 -1.29780 0.10577  0.648
H -2.60798 -1.83007 -0.21851  0.479
H 2.36853 -2.24373 -5.02250  0.450
H 2.34322 -0.01861 -6.23103  0.437
H 0.62521 1.68726 -5.65471  0.439
H -0.99228 1.29277 -3.81162  0.443
H -2.30959 -3.63422 -1.09608  0.605
H -1.32971 -5.90579 -1.35136  0.437
H 0.71784 -6.26749 -2.71707  0.417
H 1.78149 -4.31666 -3.92507  0.450
H -2.72247 0.29288 -3.98368  0.710
H -5.01102 1.04713 -3.51353  0.474

Calculated values
HOMO level   -0.32852 hartree
Multiplicity   1
Charge   +1



DFT (ωB97M-V/def2-TZVPD) results for a molecular structure, C50H46F11N5O3SiW.

Last column: Mulliken charge in e.
Element x y z (Å)
W -0.23657 -0.06261 -0.66499  1.748
C -0.93720 1.16982 2.44101  -1.318
N -0.36433 0.03939 1.68201  0.567
C 0.99967 -0.24646 2.18209  -1.630
C 2.05918 0.76685 1.77078  -1.424
N 2.15794 0.95564 0.30646  0.753
C 2.98363 1.97138 -0.27542  -1.975
C 3.05734 3.22781 0.32449  0.753
F 2.32474 3.53865 1.40609  -0.435
C 3.87317 4.23410 -0.14908  0.388
F 3.91503 5.38590 0.50234  -0.341
C 4.60853 4.05483 -1.29588  0.805
F 5.37540 5.01935 -1.76314  -0.333
C 4.51735 2.84401 -1.94710  0.473
F 5.21935 2.62985 -3.04676  -0.309
C 3.72448 1.82732 -1.44843  0.493
F 3.77444 0.67407 -2.12452  -0.417
C -1.23320 -1.14174 1.93124  -1.638
C -2.47133 -1.11325 1.04900  -0.818
N -2.22529 -0.54424 -0.30889  1.054
C -3.36244 -0.60609 -1.15197  -0.595
C -3.49537 0.22035 -2.27544  -0.196
F -2.51833 1.08363 -2.59302  0.231
C -4.54626 0.18911 -3.16666  -0.544
F -4.53404 0.99199 -4.23048  -0.337
C -5.59418 -0.67782 -2.96825  0.781
F -6.61322 -0.72746 -3.81318  -0.306
C -5.52894 -1.51415 -1.88321  0.055
F -6.50353 -2.39179 -1.67446  -0.282
C -4.44842 -1.49008 -1.01682  0.657
F -4.51531 -2.41800 -0.05063  -0.308
H -0.92903 0.92930 3.50690  0.347
H -1.96680 1.33351 2.13110  0.341
H -0.37448 2.08534 2.27884  0.344
H 1.26946 -1.23826 1.83966  0.368
H 1.00644 -0.27820 3.27743  0.616
H 3.01077 0.44519 2.20196  0.483
H 1.83049 1.73742 2.18258  0.989
H -1.52042 -1.18124 2.98451  0.584
H -0.66430 -2.03120 1.71741  0.499
H -3.28706 -0.56562 1.53133  0.614
H -2.78137 -2.14695 0.98961  0.608
C 4.55493 -6.00390 0.94697  -1.662
C 5.42313 -4.92084 0.31314  0.362
C 6.70299 -4.72789 1.09659  -0.979
C 7.49352 -3.54793 0.56662  -1.221
C 6.65794 -2.29980 0.63400  0.904
C 7.23392 -1.09229 0.89287  -0.769
C 6.43852 0.05713 0.93886  -0.863
F 7.01398 1.21485 1.23289  -0.340
C 5.10818 0.03658 0.68498  -1.003
C 4.46567 -1.18034 0.37359  1.094
C 3.09544 -1.30877 -0.01631  -0.934
O 2.23512 -0.29422 -0.36367  1.385
C 2.56817 -2.55315 -0.21651  0.708
C 3.39401 -3.66464 -0.10408  -0.759
N 4.66241 -3.60159 0.20825  0.179
C 5.25576 -2.36890 0.41880  -0.135
C 1.12761 -2.87528 -0.58678  -0.319
O 0.91228 -3.94373 -1.10671  -0.717
O 0.26535 -1.99365 -0.22016  -0.306
H 5.19978 -6.84236 1.20865  0.424
H 3.78223 -6.39236 0.28391  0.550
H 4.08835 -5.63889 1.86637  0.403
H 5.67082 -5.20022 -0.71142  0.171
H 7.27804 -5.64767 1.01098  0.435
H 6.46802 -4.58401 2.15634  0.372
H 7.78182 -3.73129 -0.47357  0.358
H 8.41195 -3.40319 1.13037  0.489
H 8.30174 -1.01787 1.06510  0.547
H 4.59475 0.97548 0.74210  1.558
H 2.96094 -4.63844 -0.28801  0.850
C -0.63589 2.19927 -0.33600  0.532
Si -1.27015 3.43761 -1.41925  -1.378
C 0.10790 0.60259 -2.65688  -0.959
N 0.23035 -0.83277 -2.68838  0.325
C 1.53104 -1.36321 -3.23100  0.260
C 1.34239 -2.41918 -4.31123  -1.154
C 0.39885 -1.89944 -5.39142  -0.931
C -0.97310 -1.54238 -4.77658  -0.697
C -0.93260 -1.58140 -3.25484  -0.390
C -3.04090 3.84047 -1.35634  1.272
C -3.64850 3.84523 -0.09439  -0.251
C -5.00466 4.11206 0.02748  -0.820
C -5.76576 4.35732 -1.10843  -0.547
C -5.17137 4.35786 -2.36532  -0.766
C -3.81453 4.11095 -2.48964  -0.386
C -0.23358 4.50726 -2.45396  1.246
C -0.50631 4.68607 -3.81550  -0.285
C 0.24238 5.57574 -4.56743  -0.845
C 1.24444 6.32221 -3.95874  -0.569
C 1.50512 6.17472 -2.60189  -0.763
C 0.78160 5.25638 -1.85161  -0.422
H -1.48210 2.09348 0.34838  -0.555
H 0.20631 2.62024 0.22229  -0.103
H 1.05492 1.10008 -2.86449  0.558
H -0.66297 0.99400 -3.32007  0.782
H 2.15253 -1.76149 -2.43524  -0.539
H 2.06846 -0.51935 -3.65950  0.479
H 0.96966 -3.35029 -3.87913  0.386
H 2.32916 -2.63498 -4.72707  0.540
H 0.28868 -2.63391 -6.18799  0.458
H 0.84812 -1.01202 -5.84574  0.334
H -1.74538 -2.24556 -5.09600  0.651
H -1.29726 -0.55485 -5.11098  0.096
H -0.85765 -2.60072 -2.88556  0.623
H -1.84154 -1.16478 -2.84562  -0.283
H -3.06324 3.65844 0.80290  0.397
H -5.46676 4.12680 1.00731  0.438
H -6.82734 4.55534 -1.01363  0.427
H -5.76562 4.55428 -3.24931  0.456
H -3.36850 4.11837 -3.48014  0.116
H -1.30331 4.12921 -4.29908  0.290
H 0.03228 5.70304 -5.62241  0.454
H 1.81528 7.03446 -4.54209  0.421
H 2.26463 6.78341 -2.12754  0.521
H 0.97593 5.16696 -0.78594  0.451

Calculated values
HOMO level (alpha / beta)   -0.42727 / -0.41951 hartree
Multiplicity   1
Charge   +2



Per-record calculated total energy, eV: -63972.920; -105767.025
Per-record strongest force on any atom, eV/Å: 2.23; 0.86